Molecular formula: C10H16Cl3GeMoS3SbSi2
Method: DFT, ωB97M-V/def2-TZVPD

## Properties
Calculated total energy: -161356.5166 eV
Lowest unoccupied orbital energy: -8.6 eV
Maximum force: 0.00497 Eh/bohr
Relative energy (zero: lowest compared OMol25 entry of this formula, charge and spin): 0.3 kcal/mol
Highest occupied orbital energy: -0.5556 Eh

Geometry as ORCA input:
```
! RIJCOSX wB97M-V def2-TZVPD def2/J DEFGRID3
* xyz 2 1
Mo -0.76724 1.99807 -0.28299
C 2.67244 2.13166 1.28963
Si 1.17967 1.04564 1.18994
C 0.55686 0.68850 2.90336
C 1.31952 -0.34387 -0.06066
C 2.57105 -0.40926 -0.68870
C 2.83158 -1.30574 -1.71322
C 1.82169 -2.13172 -2.17655
C 0.56602 -2.06517 -1.59608
C 0.29250 -1.19621 -0.53122
Si -1.37242 -1.50535 0.22452
C -2.64406 -2.13087 -0.95452
C -1.40102 -2.33775 1.86779
H 3.47465 1.59184 1.80129
H 2.43069 3.00032 1.90599
H 3.05530 2.48227 0.33456
H 1.35603 0.18789 3.45900
H -0.33207 0.06385 2.93835
H 0.34269 1.62397 3.42486
H 3.37109 0.24389 -0.36596
H 3.82004 -1.35089 -2.15074
H 2.00610 -2.82294 -2.98804
H -0.21240 -2.71127 -1.98618
H -2.45131 -3.18364 -1.18010
H -2.65157 -1.57906 -1.89485
H -3.63579 -2.07731 -0.50222
H -1.23781 -3.40275 1.66471
H -2.37313 -2.24852 2.35473
H -0.61848 -2.01976 2.55289
S -5.30007 3.57882 0.65025
Sb -3.73478 3.05600 1.99503
S -2.21838 0.63338 0.65198
S -1.10812 3.89566 0.48790
Cl -1.34363 3.72467 -3.98610
Ge -0.84915 2.06097 -2.81873
Cl 1.18398 2.43890 -1.76598
Cl -0.60048 0.37577 -4.05394
*
```

Löwdin population analysis, charges in e, atoms 1 to 6: 0.176, -0.205, 0.531, -0.196, -0.346, -0.112